Record 1
{
  "formula": "C9H18F3Li2N3O10S",
  "method": "wB97M-V/def2-TZVPD",
  "mol_weight_g_mol": 431.2,
  "total_energy_ev": -53963.0399,
  "gap_ev": 1.32,
  "homo_ev": -4.35,
  "symbols": ["S", "F", "F", "F", "O", "O", "O", "O", "O", "O", "O", "O", "O", "O", "N", "N", "N", "C", "C", "C", "C", "C", "C", "C", "C", "C", "Li", "Li", "H", "H", "H", "H", "H", "H", "H", "H", "H", "H", "H", "H", "H", "H", "H", "H", "H", "H"],
  "xyz": [[-1.65156, -4.07395, -0.00914], [-0.79784, -6.46450, -0.80208], [0.66004, -5.34047, 0.27994], [-1.01338, -6.22493, 1.35416], [-3.01587, -4.54720, -0.06028], [7.03864, 4.45985, -1.84965], [2.53815, 4.72935, 0.89029], [-6.95545, -2.11979, 1.30610], [3.41534, 4.53411, -1.12496], [-1.17837, -3.47865, -1.23636], [-1.34025, -3.30827, 1.18512], [1.21664, 4.44888, -0.90277], [-0.10165, 1.96184, -1.04555], [-0.13558, -0.12916, -0.49421], [-5.78771, -3.79530, 0.32810], [-7.86004, -4.19967, 1.25131], [4.53614, 3.81923, -0.59536], [2.40487, 4.56119, -0.26299], [-0.64572, -5.59365, 0.18675], [4.30479, 1.63065, 0.56708], [0.14368, 4.14830, -0.03393], [3.26540, 0.49539, 0.49886], [4.34367, 2.37784, -0.80018], [-0.67613, 0.94174, -0.49660], [-6.87139, -3.29318, 0.98239], [-0.80807, 3.24002, -0.83851], [-1.71634, -0.49948, -1.75273], [-1.21028, -5.54926, 3.47832], [2.29652, 0.95978, 0.29656], [5.34205, 4.07115, -1.21276], [-5.69474, -4.75435, 0.05323], [-7.81318, -5.16696, 0.99441], [-0.42469, 5.06024, 0.18328], [3.26056, -0.09294, 1.42230], [-1.71424, 3.07566, -0.24790], [0.43351, 3.59071, 0.85873], [7.25520, 5.30740, -1.45714], [3.47646, -0.16666, -0.34958], [4.04413, 2.37958, 1.32241], [-1.67324, 1.00284, -0.00920], [-5.04190, -3.16063, 0.11723], [-8.67286, -3.86137, 1.73233], [5.28533, 1.22983, 0.84204], [3.38679, 2.21670, -1.32096], [-0.99998, 3.63973, -1.83371], [5.15255, 1.93837, -1.39440]],
  "forces_ev_per_angstrom": [[-0.9, 1.1, -0.2], [-0.4, 0.1, 0.4], [-0.3, 0.1, 0.3], [-0.1, -0.2, 0.8], [0.2, -0.4, 0.1], [-0.8, -0.5, 0.0], [-0.8, -0.1, 2.6], [0.0, 0.0, 0.0], [-1.3, -0.4, -1.5], [0.2, 0.1, -0.2], [0.3, -0.6, 0.5], [-0.2, -0.4, 0.0], [-1.2, 1.3, 0.2], [-0.3, -1.7, -0.6], [-0.1, 0.1, 0.0], [-0.2, 0.0, 0.1], [1.1, -0.6, 0.2], [1.9, 0.5, -1.3], [0.8, 0.0, -1.1], [-0.4, 0.0, -0.5], [-1.2, -0.3, -1.2], [0.5, 0.4, 0.0], [-0.2, -0.3, 0.9], [0.7, 0.1, 0.8], [0.1, 0.0, -0.1], [1.1, 0.6, 0.3], [0.5, -1.2, 0.1], [0.0, 0.3, -0.9], [-0.2, -0.3, 0.2], [0.7, 1.0, -0.1], [0.1, 0.0, 0.0], [0.0, 0.0, 0.0], [0.2, -0.1, 0.4], [-0.3, 0.0, -0.2], [0.0, 0.0, -0.3], [0.3, 0.5, 0.1], [0.0, 0.2, 0.1], [0.0, 0.0, 0.2], [-0.1, -0.2, 0.0], [0.0, 0.9, -0.1], [0.1, -0.2, 0.1], [0.0, 0.0, 0.0], [0.0, 0.1, -0.2], [0.2, 0.0, 0.0], [-0.1, 0.0, 0.2], [-0.1, 0.4, -0.2]]
}

=====

Record 2
{
  "formula": "C4H16N4",
  "method": "wB97M-V/def2-TZVPD",
  "relative_energy_kj_mol": 0.34,
  "mol_weight_g_mol": 120.2,
  "multiplicity": 2,
  "total_energy_ev": -10359.1916,
  "total_charge": 1,
  "gap_ev": [3.38, 8.40],
  "homo_ev": [-6.90, -12.09],
  "symbols": ["N", "N", "N", "N", "C", "C", "C", "C", "H", "H", "H", "H", "H", "H", "H", "H", "H", "H", "H", "H", "H", "H", "H", "H"],
  "xyz": [[-1.26974, -0.44271, 2.76749], [-2.89968, -0.26919, 1.12944], [2.56669, -0.17241, -1.58239], [-1.09810, 1.22671, 1.08188], [1.13844, -0.56142, -1.80459], [-0.24193, 2.13354, 1.84415], [-1.82597, 0.30348, 1.77786], [0.94461, -1.75266, -2.75904], [-0.29158, -0.42519, 2.97597], [3.07538, -0.07825, -2.46964], [0.45742, -1.39902, -3.64763], [0.66952, 0.30270, -2.26364], [-1.80634, -1.16957, 3.19675], [0.71566, -0.76377, -0.81807], [2.58790, 0.74953, -1.11830], [-3.70344, 0.24523, 0.83139], [-0.78841, 3.01362, 2.18498], [0.49167, 2.52013, 1.12610], [1.90014, -2.14897, -3.09335], [0.33890, -2.52669, -2.32784], [3.03725, -0.75932, -0.93012], [-1.37246, 1.62531, 0.20532], [0.25985, 1.62871, 2.65682], [-2.88578, -1.27980, 1.03648]],
  "forces_ev_per_angstrom": [[0.7, -0.3, 0.3], [0.3, -0.7, -0.1], [-0.3, 1.5, -0.4], [2.3, 0.2, 0.8], [-0.8, -0.6, -0.3], [0.0, 0.6, -1.2], [-2.2, 0.6, -0.7], [0.8, 0.7, 0.1], [0.3, 0.0, -0.1], [0.1, -0.2, 0.3], [-0.3, 0.1, -0.4], [-0.1, 0.2, 0.4], [-0.2, 0.0, 0.0], [0.0, 0.3, -0.1], [-0.1, -0.1, -0.3], [0.0, 0.0, 0.1], [-0.1, -0.1, 0.5], [0.2, -0.1, 0.4], [0.1, -0.3, 0.1], [-0.1, -0.4, 0.3], [0.7, -1.1, 0.4], [-0.8, -0.5, -0.1], [0.1, 0.1, 0.1], [-0.3, 0.2, -0.1]]
}

=====

Record 3
{
  "formula": "C10H8NO",
  "method": "wB97M-V/def2-TZVPD",
  "relative_energy_kj_mol": 280.96,
  "mol_weight_g_mol": 158.2,
  "total_energy_ev": -14023.3079,
  "total_charge": 1,
  "gap_ev": [6.27, 6.85],
  "homo_ev": [-12.32, -13.18],
  "symbols": ["O", "N", "C", "C", "C", "C", "C", "C", "C", "C", "C", "C", "H", "H", "H", "H", "H", "H", "H", "H"],
  "xyz": [[-2.03325, -1.94266, -1.15409], [-0.36862, -0.52300, 1.02691], [0.13871, 0.68525, 0.74352], [-0.51502, -1.54323, 0.39443], [0.53922, 1.57020, 1.74523], [-1.15812, -2.45549, -0.51755], [1.04732, 2.77449, 1.40968], [-0.87413, -3.83971, -0.39112], [0.21345, 1.06632, -0.63699], [0.00498, 0.10898, -1.51893], [1.12576, 3.21024, 0.04931], [0.68936, 2.42772, -0.94987], [1.67528, 4.15070, -0.01794], [-1.10581, -4.20047, 0.56757], [0.15506, -4.20921, -0.31118], [-1.58024, -4.51836, -0.94456], [1.42913, 3.38804, 2.06888], [0.49367, 1.38421, 2.77881], [0.73056, 2.58001, -1.97079], [-0.60731, -0.11401, -2.37132]],
  "forces_ev_per_angstrom": [[-0.2, 0.5, -0.8], [-0.4, -3.9, -1.3], [0.5, 1.7, 1.2], [1.5, 4.7, 1.2], [-0.3, -0.3, -0.4], [-1.4, -0.5, 0.5], [-1.3, -2.0, -4.6], [0.0, -3.6, -0.9], [0.5, 1.6, 0.6], [-0.9, -1.6, -0.2], [0.9, 0.5, 1.4], [-0.6, -2.0, 1.2], [-0.6, -0.1, -0.8], [-0.9, 0.3, 2.2], [0.2, 0.5, -1.1], [1.1, 0.9, -0.3], [1.7, 2.9, 3.6], [-0.3, -0.9, 1.0], [0.3, 1.0, -1.8], [0.3, 0.2, -0.7]]
}

=====

Record 4
{
  "formula": "C5H6N",
  "method": "wB97M-V/def2-TZVPD",
  "relative_energy_kj_mol": 689.35,
  "mol_weight_g_mol": 80.1,
  "total_energy_ev": -6758.0329,
  "total_charge": 1,
  "gap_ev": 10.16,
  "homo_ev": -14.45,
  "symbols": ["N", "C", "C", "C", "C", "C", "H", "H", "H", "H", "H", "H"],
  "xyz": [[-1.06087, 0.29974, 0.20538], [0.21571, 0.01822, 0.85646], [-0.54489, -0.47513, -0.95785], [1.44336, 0.60507, 0.21643], [0.30283, -1.40940, 0.32609], [0.97145, -0.51844, -0.54849], [-1.21719, 1.18546, -0.27105], [0.26136, -2.37341, 0.64248], [2.26557, 0.24144, 0.86388], [-1.75682, 0.02904, 0.91213], [1.52114, 1.54369, -0.34209], [-0.97789, -0.61359, -1.94672]],
  "forces_ev_per_angstrom": [[-0.8, 1.8, -2.3], [1.1, -0.7, 0.2], [2.1, -3.4, 2.8], [2.1, 0.2, 0.8], [-0.7, 2.9, -2.7], [-2.3, -0.1, -0.8], [-0.5, 1.1, 1.4], [0.0, -2.5, 0.9], [0.0, 1.1, -0.6], [-0.6, -0.1, -1.2], [-0.2, 0.0, 0.9], [-0.3, -0.1, 0.5]]
}

=====

Record 5
{
  "formula": "C12H17N2O",
  "method": "wB97M-V/def2-TZVPD",
  "relative_energy_kj_mol": 263.33,
  "mol_weight_g_mol": 205.3,
  "total_energy_ev": -17739.6738,
  "total_charge": 1,
  "gap_ev": 10.10,
  "homo_ev": -13.11,
  "symbols": ["O", "N", "N", "C", "C", "C", "C", "C", "C", "C", "C", "C", "C", "C", "C", "H", "H", "H", "H", "H", "H", "H", "H", "H", "H", "H", "H", "H", "H", "H", "H", "H"],
  "xyz": [[-1.16396, 1.28252, 2.17129], [0.51441, 1.25544, 0.55879], [1.20876, -1.24987, 1.06992], [-2.81906, -2.47438, 0.93985], [-1.11978, -0.97992, 0.36565], [2.35949, -0.14530, -1.28823], [2.77981, 0.90321, -0.26817], [0.90374, -0.58364, -1.13698], [1.64583, 1.97471, -0.06982], [-0.13407, 1.71382, 1.51374], [-3.67709, -1.64880, 0.27277], [-3.32586, -0.51940, -0.50063], [0.37479, -0.67241, 0.20938], [-1.46673, -2.18486, 0.96589], [-1.99566, -0.20871, -0.42153], [0.78451, -1.58614, -1.57870], [3.62972, 1.43570, -0.62070], [-4.80596, -1.91294, 0.37890], [-1.66308, 0.47571, 1.93959], [2.89091, 0.48446, 0.69921], [2.44800, 0.22043, -2.30420], [2.13585, -1.26651, 0.78894], [-4.12534, 0.09294, -0.94545], [-1.52402, 0.67330, -0.86840], [2.99645, -0.96681, -1.07123], [1.33999, 2.26156, -1.01303], [0.28273, 2.70291, 1.93148], [-0.71421, -2.75415, 1.47208], [1.79155, 2.85908, 0.54740], [0.28858, 0.11842, -1.71182], [-3.28445, -3.22461, 1.50590], [0.70547, -1.29535, 2.02610]],
  "forces_ev_per_angstrom": [[-0.9, -0.2, 1.1], [0.0, -2.2, -1.6], [-4.6, 0.1, 2.7], [0.2, 0.6, 0.0], [1.7, -0.1, -1.3], [-0.7, 0.6, 0.9], [-1.9, 2.1, -0.3], [-0.1, 0.0, -2.3], [0.0, -2.1, 1.8], [1.2, 3.3, 1.5], [-3.6, 0.1, -0.7], [-0.6, -0.7, 1.2], [-0.9, 0.5, 0.5], [-0.3, 1.3, -0.1], [0.9, 0.7, 0.2], [-0.1, 0.3, -0.1], [1.0, 0.2, 0.0], [2.1, 0.6, -0.4], [0.7, 0.2, -0.6], [0.9, -0.3, 0.8], [0.5, -0.2, -0.1], [2.0, -0.4, 0.7], [0.8, -0.4, 0.0], [-0.6, -0.2, 0.0], [0.8, -1.0, -0.6], [-0.8, 0.9, -2.0], [-1.1, -1.2, -0.2], [0.0, -0.5, 0.1], [0.8, 0.0, -0.1], [0.0, -0.4, 0.0], [-0.1, -1.3, 0.6], [2.6, -0.4, -1.7]]
}

=====

Record 6
{
  "formula": "C36H59N3O8S",
  "method": "wB97M-V/def2-TZVPD",
  "mol_weight_g_mol": 693.9,
  "total_energy_ev": -69967.2358,
  "gap_ev": 7.00,
  "homo_ev": -7.72,
  "symbols": ["S", "O", "O", "O", "O", "O", "O", "O", "O", "N", "N", "N", "C", "C", "C", "C", "C", "C", "C", "C", "C", "C", "C", "C", "C", "C", "C", "C", "C", "C", "C", "C", "C", "C", "C", "C", "C", "C", "C", "C", "C", "C", "C", "C", "C", "C", "C", "C", "H", "H", "H", "H", "H", "H", "H", "H", "H", "H", "H", "H", "H", "H", "H", "H", "H", "H", "H", "H", "H", "H", "H", "H", "H", "H", "H", "H", "H", "H", "H", "H", "H", "H", "H", "H", "H", "H", "H", "H", "H", "H", "H", "H", "H", "H", "H", "H", "H", "H", "H", "H", "H", "H", "H", "H", "H", "H", "H"],
  "xyz": [[0.81238, 5.27373, 4.11222], [2.64601, 0.73222, -0.36501], [3.31584, -5.06072, -5.63350], [5.54496, -0.76363, -0.55870], [-1.58081, -1.65454, 0.93801], [-5.60883, 0.73530, 1.91438], [6.16822, -5.85809, -6.97435], [5.19159, 2.20114, -1.20821], [5.98637, -4.35195, -4.31408], [-3.11927, 6.77244, 3.53224], [-0.48164, 5.54174, 3.21917], [0.78734, 3.66815, 4.23254], [5.56021, 1.58871, 0.01888], [-2.60505, 2.77660, 2.08270], [-5.85097, 3.04577, 2.78351], [0.20870, 0.94786, 4.01176], [-6.66990, 0.93745, 0.98389], [2.80395, 1.61525, -1.46369], [1.82934, 1.25126, 0.65753], [-2.93047, 6.62073, 2.08930], [-0.97875, -2.65364, 1.73648], [-3.86446, 2.38326, 1.32671], [-1.26512, -0.34613, 1.34769], [6.98632, -5.37141, -8.01442], [6.08185, -5.74925, -4.55237], [3.69363, -3.81342, -5.07596], [4.21211, 1.56568, -2.01506], [-0.29204, 3.28562, 3.53716], [6.35863, 0.31108, -0.12161], [-3.10446, 5.19048, 1.59290], [0.53975, -2.72954, 1.57515], [6.20854, -1.65618, -1.42771], [-1.04726, 4.34397, 2.97142], [-10.13732, 1.58494, 2.45096], [-1.82276, 1.67855, 2.61358], [-9.46654, -0.66620, 2.96497], [6.88083, -6.13294, -5.77910], [-8.00792, 0.79214, 1.67095], [-2.24570, 4.10473, 2.23866], [-8.95028, 1.80985, 1.76138], [-4.93906, 1.90532, 2.34929], [-0.68856, 1.92038, 3.35402], [2.26849, -5.69347, -4.93255], [-10.39752, 0.36745, 3.06741], [-2.23521, 0.24539, 2.38540], [-0.18369, -0.22119, 4.63011], [-8.28556, -0.43722, 2.27295], [5.18400, -3.57699, -5.19387], [-3.57852, 7.27822, 1.50683], [-6.58954, 0.11786, 0.26676], [-7.55496, -1.23336, 2.19729], [-5.28416, 3.83984, 3.26332], [7.57991, -4.51207, -7.68177], [-1.37841, 0.28792, 0.46409], [7.07816, -7.21242, -5.74565], [-6.30534, 3.50475, 1.89949], [3.40209, -3.75482, -4.02107], [6.77256, 0.04502, 0.86040], [5.46151, -2.32387, -1.85418], [6.33442, -5.04515, -8.82313], [6.61312, -6.14535, -3.68325], [-10.88455, 2.36166, 2.55018], [7.65501, -6.15374, -8.39054], [-2.24653, -0.30512, 3.32477], [5.36853, -2.54023, -4.90001], [7.83887, -5.60172, -5.76551], [0.91573, -3.73467, 1.74371], [4.21232, 2.12910, -2.95166], [5.09728, -6.21863, -4.55897], [2.56494, 2.64482, -1.17488], [-2.93814, 5.13414, 0.51517], [6.69592, -1.11978, -2.24977], [4.50252, 0.54307, -2.26180], [-4.15137, 4.94254, 1.75334], [2.48380, -5.74487, -3.85925], [-3.12120, 5.88098, 4.00492], [-8.75458, 2.76698, 1.29619], [0.81303, -2.34727, 0.59273], [-0.12607, -0.39337, 5.69880], [-1.28500, -2.56802, 2.78470], [-4.24648, 3.20367, 0.73201], [-6.68096, 2.70607, 3.39743], [4.69415, 1.44330, 0.66679], [6.94958, -2.25255, -0.88456], [2.18328, 2.24592, 0.95711], [-1.39065, -3.59919, 1.38380], [-0.63342, -1.00295, 4.03111], [-3.61406, 1.52938, 0.70332], [7.18879, 0.47951, -0.81679], [-11.31368, 0.19438, 3.61463], [1.27083, 1.18059, 4.00216], [6.20549, 2.31924, 0.51297], [1.04353, -2.08489, 2.29990], [2.10629, 1.30136, -2.25134], [0.77916, 1.32251, 0.35629], [-4.38786, 1.60934, 3.24258], [-0.23923, -0.20904, 1.68874], [-9.63889, -1.62276, 3.43704], [-6.57781, 1.85982, 0.40956], [-2.35816, 7.32768, 3.88806], [-3.21494, 0.13220, 1.93556], [1.89587, 0.58773, 1.51996], [-1.91101, 6.92671, 1.83924], [5.52025, -3.67539, -6.22708], [1.31768, -5.17262, -5.09119], [2.18260, -6.71011, -5.31294], [3.16837, -3.02311, -5.62878]],
  "forces_ev_per_angstrom": [[0.2, -0.2, 0.0], [0.1, 0.0, 0.1], [0.2, -0.2, 0.2], [0.0, 0.2, -0.3], [0.2, 0.1, 0.2], [-0.1, 0.4, -0.1], [0.0, 0.3, 0.1], [0.0, 0.0, 0.0], [0.0, 0.0, 0.0], [-0.7, 0.3, -0.4], [0.0, -0.1, 0.1], [-0.2, 0.6, -0.3], [0.0, 0.1, 0.1], [0.0, 0.3, -0.1], [-0.4, 0.1, -0.9], [-0.4, -0.7, 0.2], [-0.2, -0.6, -0.1], [-0.1, -0.3, 0.0], [0.1, 0.1, 0.0], [1.1, -0.1, -0.2], [0.1, -0.8, -0.3], [0.1, -0.1, 0.8], [-0.4, 0.5, -0.1], [-0.1, -0.1, 0.0], [0.0, -0.1, 0.2], [-0.1, -0.1, -0.2], [0.1, 0.0, -0.1], [0.1, -0.8, 0.0], [-0.1, -0.2, 0.1], [0.0, 0.0, 0.5], [0.0, 0.8, 0.5], [-0.1, 0.0, 0.1], [0.2, 0.7, -0.1], [-0.3, 0.0, 0.3], [-0.3, 0.2, 0.6], [0.2, 0.5, -0.1], [-0.2, -0.2, -0.1], [-0.1, 0.0, 0.2], [-0.5, -0.6, -0.3], [0.0, -0.3, 0.0], [0.4, 0.4, 0.3], [0.7, -0.8, -1.3], [0.0, 0.0, -0.1], [0.3, -0.3, -0.2], [0.2, 0.0, -0.6], [-0.1, 0.2, -0.8], [-0.1, -0.1, 0.0], [0.1, 0.1, 0.0], [-0.3, -0.1, 0.2], [0.1, 0.0, -0.1], [0.1, 0.0, 0.0], [0.1, -0.1, 0.3], [0.1, 0.0, 0.0], [0.1, -0.1, -0.1], [0.1, 0.0, 0.1], [0.0, 0.1, 0.0], [0.0, 0.0, 0.0], [0.1, 0.1, 0.0], [0.0, 0.0, 0.1], [0.0, -0.1, 0.0], [0.0, 0.1, 0.0], [0.1, 0.1, -0.1], [0.1, 0.1, 0.0], [0.1, 0.0, 0.0], [0.0, 0.0, 0.1], [0.0, 0.0, 0.0], [0.0, -0.1, -0.2], [0.0, 0.1, 0.0], [0.0, 0.0, -0.2], [0.0, 0.0, 0.0], [0.0, 0.2, -0.1], [0.1, 0.0, 0.0], [-0.1, -0.1, 0.2], [-0.1, -0.1, 0.0], [0.0, 0.0, 0.0], [0.1, 0.0, 0.1], [0.0, 0.1, 0.0], [0.1, -0.3, -0.2], [1.8, -0.6, -0.2], [0.1, 0.1, 0.1], [0.0, -0.1, -0.3], [0.2, -0.1, 0.3], [0.0, -0.2, -0.1], [0.1, 0.0, -0.1], [-0.1, 0.0, 0.1], [-0.2, 0.1, -0.1], [-1.5, 0.4, 0.5], [-0.2, 0.1, -0.3], [0.0, 0.0, 0.0], [-0.1, 0.2, 0.0], [-0.2, 1.3, 1.7], [0.0, 0.0, -0.1], [0.1, 0.0, 0.0], [0.0, 0.2, -0.1], [0.0, 0.1, -0.1], [-0.1, -0.4, 0.0], [0.1, -0.4, 0.0], [-0.1, 0.0, 0.0], [0.0, 0.2, 0.2], [0.0, -0.1, 0.3], [-0.2, 0.1, 0.2], [0.0, -0.1, -0.1], [0.0, 0.1, -0.1], [-0.1, -0.2, 0.0], [0.0, 0.0, 0.1], [0.0, 0.0, -0.1], [0.0, 0.1, 0.2]]
}